C43H82F3N2O29S8 | ωB97M-V/def2-TZVPD

Bonds (Å) are listed after each position.
Positions of all 167 atoms, in Å:
1 C -4.469 4.042 0.009  C2 1.642, H37 1.176, H38 1.178, H39 1.194
2 C -3.180 3.614 0.932  C1 1.642, O3 1.352, O4 1.471
3 O -3.303 3.565 2.278  C2 1.352
4 O -1.883 3.319 0.304  C2 1.471, C5 1.471
5 C -1.500 1.925 0.578  O4 1.471, C6 1.671, H40 1.192, H41 1.174
6 C -0.645 1.759 2.004  C5 1.671, C7 1.643, H42 1.189, H43 1.171
7 C 0.464 0.579 1.726  C6 1.643, C8 1.676, H44 1.188, H45 1.194
8 C 0.792 -0.345 3.085  C7 1.676, N9 1.451, C33 1.587
9 N 0.025 -1.576 3.135  C8 1.451, N10 1.349
10 N 0.376 -2.290 4.225  N9 1.349, S11 1.787, C18 1.459
11 S -0.565 -3.809 4.270  N10 1.787, O12 1.584, O13 1.543, C14 1.912
12 O -1.753 -3.776 3.223  S11 1.584
13 O -1.275 -4.061 5.617  S11 1.543
14 C 0.471 -5.297 3.663  S11 1.912, F15 1.511, F16 1.482, F17 1.511
15 F 1.794 -4.783 3.146  C14 1.511
16 F 0.614 -6.355 4.690  C14 1.482
17 F -0.181 -5.927 2.455  C14 1.511
18 C 1.347 -2.012 5.278  N10 1.459, C19 1.667, C24 1.616
19 C 1.647 -3.093 6.511  C18 1.667, O20 1.486, H46 1.196, H47 1.194
20 O 2.345 -4.321 6.048  C19 1.486, C21 1.468
21 C 2.953 -5.057 7.162  O20 1.468, C22 1.637, O23 1.360
22 C 2.491 -5.045 8.732  C21 1.637, H48 1.183, H49 1.193, H50 1.170
23 O 3.990 -5.878 6.846  C21 1.360
24 C 2.220 -0.655 5.361  C18 1.616, C25 1.631, C33 1.624
25 C 3.304 -0.172 6.480  C24 1.631, C26 1.671, H51 1.174, H52 1.181
26 C 2.504 0.092 7.923  C25 1.671, C27 1.663, C31 1.672
27 C 0.854 0.266 8.028  C26 1.663, C28 1.667, H53 1.185
28 C 0.059 0.495 9.475  C27 1.667, C29 1.671, H54 1.189
29 C 0.864 0.574 10.937  C28 1.671, C30 1.662, H55 1.175
30 C 2.516 0.414 10.835  C29 1.662, C31 1.669, H56 1.191
31 C 3.310 0.181 9.386  C26 1.672, C30 1.669, C32 1.647
32 C 4.949 0.048 9.490  C31 1.647, H57 1.178, H58 1.193, H59 1.171
33 C 1.868 0.270 4.075  C8 1.587, C24 1.624, C34 1.642
34 C 2.546 1.735 3.774  C33 1.642, O35 1.495, H60 1.175, H61 1.182
35 O 3.584 1.513 2.721  C34 1.495, O36 1.304
36 O 4.782 1.696 3.203  O35 1.304, H62 1.018
37 H -5.282 3.192 0.016  C1 1.176
38 H -4.153 4.215 -1.112  C1 1.178
39 H -5.004 5.016 0.444  C1 1.194
40 H -0.760 1.604 -0.300  C5 1.192
41 H -2.386 1.155 0.541  C5 1.174
42 H -0.060 2.784 2.146  C6 1.189
43 H -1.336 1.511 2.916  C6 1.171
44 H 1.464 1.020 1.260  C7 1.188
45 H 0.000 -0.112 0.870  C7 1.194
46 H 2.391 -2.638 7.328  C19 1.196
47 H 0.668 -3.332 7.150  C19 1.194
48 H 2.551 -6.146 9.161  C22 1.183
49 H 3.326 -4.436 9.328  C22 1.193
50 H 1.482 -4.498 8.957  C22 1.170
51 H 4.130 -0.989 6.647  C25 1.174
52 H 3.836 0.854 6.233  C25 1.181
53 H 0.150 0.223 7.075  C27 1.185
54 H -1.124 0.590 9.551  C28 1.189
55 H 0.269 0.714 11.940  C29 1.175
56 H 3.088 0.454 11.879  C30 1.191
57 H 5.290 -0.961 8.987  C32 1.178
58 H 5.409 0.933 8.834  C32 1.193
59 H 5.296 0.179 10.600  C32 1.171
60 H 3.094 2.217 4.694  C34 1.175
61 H 1.789 2.513 3.308  C34 1.182
62 H 5.437 1.200 2.602  O36 1.018
63 O -2.940 3.893 -3.859  S64 1.446
64 S -2.485 4.257 -5.182  O63 1.446, O65 1.450, O66 1.631, C69 1.774
65 O -1.430 5.228 -5.391  S64 1.450
66 O -3.773 4.679 -6.089  S64 1.631, C67 1.422
67 C -4.617 5.725 -5.624  O66 1.422, C68 1.517, H70 1.095, H71 1.095
68 C -3.962 7.084 -5.783  C67 1.517, H72 1.093, H73 1.094, H74 1.095
69 C -2.053 2.779 -6.064  S64 1.774, H75 1.091, H76 1.093, H77 1.091
70 H -4.915 5.546 -4.585  C67 1.095
71 H -5.528 5.696 -6.231  C67 1.095
72 H -3.082 7.177 -5.141  C68 1.093
73 H -4.657 7.885 -5.513  C68 1.094
74 H -3.628 7.234 -6.814  C68 1.095
75 H -2.853 2.047 -5.948  C69 1.091
76 H -1.126 2.393 -5.633  C69 1.093
77 H -1.896 3.027 -7.115  C69 1.091
78 O 6.405 6.644 1.213  S79 1.446
79 S 6.352 5.771 2.364  O78 1.446, O80 1.450, O81 1.631, C84 1.774
80 O 5.966 6.251 3.676  S79 1.450
81 O 7.769 4.975 2.494  S79 1.631, C82 1.422
82 C 8.968 5.735 2.589  O81 1.422, C83 1.517, H85 1.095, H86 1.095
83 C 9.115 6.379 3.955  C82 1.517, H87 1.093, H88 1.094, H89 1.095
84 C 5.333 4.371 1.973  S79 1.774, H90 1.091, H91 1.093, H92 1.091
85 H 9.013 6.483 1.790  C82 1.095
86 H 9.801 5.042 2.430  C82 1.095
87 H 8.336 7.127 4.126  C83 1.093
88 H 10.084 6.878 4.047  C83 1.094
89 H 9.023 5.629 4.747  C83 1.095
90 H 5.633 3.972 1.003  C84 1.091
91 H 4.297 4.714 1.934  C84 1.093
92 H 5.445 3.621 2.758  C84 1.091
93 O 0.631 0.999 -6.874  S94 1.446
94 S 1.946 0.413 -6.736  O93 1.446, O95 1.450, O96 1.631, C99 1.774
95 O 2.916 0.918 -5.784  S94 1.450
96 O 2.648 0.332 -8.206  S94 1.631, C97 1.422
97 C 2.791 1.530 -8.958  O96 1.422, C98 1.517, H100 1.095, H101 1.095
98 C 3.889 2.415 -8.397  C97 1.517, H102 1.093, H103 1.094, H104 1.095
99 C 1.768 -1.331 -6.464  S94 1.774, H105 1.091, H106 1.093, H107 1.091
100 H 1.837 2.067 -9.011  C97 1.095
101 H 3.055 1.239 -9.980  C97 1.095
102 H 3.632 2.781 -7.399  C98 1.093
103 H 4.054 3.284 -9.039  C98 1.094
104 H 4.826 1.856 -8.305  C98 1.095
105 H 1.069 -1.737 -7.196  C99 1.091
106 H 1.379 -1.473 -5.453  C99 1.093
107 H 2.748 -1.805 -6.554  C99 1.091
108 O 0.444 -7.302 10.362  S109 1.446
109 S -0.163 -8.338 11.167  O108 1.446, O110 1.450, O111 1.631, C114 1.774
110 O -0.162 -8.286 12.616  S109 1.450
111 O 0.419 -9.786 10.695  S109 1.631, C112 1.422
112 C 1.826 -9.994 10.720  O111 1.422, C113 1.517, H115 1.095, H116 1.095
113 C 2.341 -10.162 12.137  C112 1.517, H117 1.093, H118 1.094, H119 1.095
114 C -1.837 -8.573 10.629  S109 1.774, H120 1.091, H121 1.093, H122 1.091
115 H 2.344 -9.179 10.203  C112 1.095
116 H 2.025 -10.912 10.157  C112 1.095
117 H 2.219 -9.242 12.715  C113 1.093
118 H 3.405 -10.417 12.137  C113 1.094
119 H 1.786 -10.948 12.660  C113 1.095
120 H -1.855 -8.651 9.542  C114 1.091
121 H -2.416 -7.704 10.953  C114 1.093
122 H -2.236 -9.476 11.094  C114 1.091
123 O -4.353 0.249 -5.510  S124 1.446
124 S -4.398 -0.768 -6.537  O123 1.446, O125 1.450, O126 1.631, C129 1.774
125 O -4.984 -0.519 -7.839  S124 1.450
126 O -5.059 -2.123 -5.915  S124 1.631, C127 1.422
127 C -6.356 -2.042 -5.336  O126 1.422, C128 1.517, H130 1.095, H131 1.095
128 C -7.434 -1.910 -6.396  C127 1.517, H132 1.093, H133 1.094, H134 1.095
129 C -2.759 -1.401 -6.787  S124 1.774, H135 1.091, H136 1.093, H137 1.091
130 H -6.405 -1.218 -4.616  C127 1.095
131 H -6.517 -2.970 -4.778  C127 1.095
132 H -7.346 -0.962 -6.935  C128 1.093
133 H -8.429 -1.946 -5.945  C128 1.094
134 H -7.347 -2.711 -7.137  C128 1.095
135 H -2.314 -1.629 -5.818  C129 1.091
136 H -2.178 -0.629 -7.295  C129 1.093
137 H -2.815 -2.294 -7.412  C129 1.091
138 O 2.615 1.193 -12.229  S139 1.446
139 S 2.618 0.395 -13.434  O138 1.446, O140 1.450, O141 1.631, C144 1.774
140 O 3.848 0.024 -14.106  S139 1.450
141 O 1.610 1.072 -14.523  S139 1.631, C142 1.422
142 C 1.831 2.424 -14.905  O141 1.422, C143 1.517, H145 1.095, H146 1.095
143 C 3.034 2.557 -15.820  C142 1.517, H147 1.093, H148 1.094, H149 1.095
144 C 1.687 -1.086 -13.141  S139 1.774, H150 1.091, H151 1.093, H152 1.091
145 H 1.933 3.062 -14.020  C142 1.095
146 H 0.936 2.756 -15.441  C142 1.095
147 H 3.959 2.294 -15.300  C143 1.093
148 H 3.135 3.583 -16.184  C143 1.094
149 H 2.943 1.882 -16.677  C143 1.095
150 H 0.740 -0.824 -12.668  C144 1.091
151 H 2.275 -1.724 -12.477  C144 1.093
152 H 1.522 -1.595 -14.093  C144 1.091
153 O -8.036 -0.050 -3.241  S154 1.446
154 S -8.483 0.964 -2.313  O153 1.446, O155 1.450, O156 1.631, C159 1.774
155 O -7.577 1.948 -1.755  S154 1.450
156 O -9.294 0.248 -1.092  S154 1.631, C157 1.422
157 C -8.633 -0.761 -0.338  O156 1.422, C158 1.517, H160 1.095, H161 1.095
158 C -7.594 -0.169 0.597  C157 1.517, H162 1.093, H163 1.094, H164 1.095
159 C -9.856 1.828 -3.030  S154 1.774, H165 1.091, H166 1.093, H167 1.091
160 H -8.189 -1.510 -1.002  C157 1.095
161 H -9.398 -1.270 0.257  C157 1.095
162 H -6.776 0.294 0.038  C158 1.093
163 H -7.163 -0.943 1.239  C158 1.094
164 H -8.038 0.610 1.224  C158 1.095
165 H -10.568 1.102 -3.424  C159 1.091
166 H -9.471 2.454 -3.839  C159 1.093
167 H -10.318 2.456 -2.266  C159 1.091

Values from the calculation:
2S+1: 1
Total charge: +1
Strongest force on any atom: 11.1 eV/A
Lowest unoccupied orbital energy: -5.7 eV